(1)
DFT (wB97M-V/def2-TZVPD) results for a structure of composition C6H8ClF4N2O18Pd2S4 in a non-equilibrium geometry.

Last column: Mulliken spin population.
CARTESIAN COORDINATES (ANGSTROEM)
Pd 0.60 -2.83 -2.84  1.147
Pd -1.71 -1.60 3.31  0.950
Cl 0.29 -1.36 0.38  0.005
O 1.36 -1.51 1.33  0.013
O 0.43 -0.14 -0.37  0.000
O 0.53 -2.46 -0.55  0.053
O -0.99 -1.47 1.00  0.021
N -4.97 1.24 1.30  0.646
S -5.27 2.05 2.60  -0.089
O -5.39 3.46 2.31  0.312
O -4.92 1.52 3.88  0.098
F -6.83 1.71 2.61  0.006
S -3.27 1.21 1.69  -0.010
O -2.78 0.12 2.50  0.034
O -2.64 2.50 1.71  0.026
F -2.99 0.62 0.26  -0.002
N -1.11 -3.95 -3.07  0.565
S -1.32 -5.45 -3.55  -0.043
O -2.53 -5.72 -4.25  0.054
O -0.73 -6.37 -2.61  0.148
F -0.20 -5.42 -4.71  0.004
S -2.72 -3.72 -2.48  -0.033
O -3.19 -4.69 -1.55  0.030
O -3.61 -3.14 -3.44  0.059
F -2.22 -2.52 -1.56  0.002
C 3.51 0.05 3.75  0.000
C 4.75 -0.44 2.93  0.000
O 4.99 0.53 1.90  0.000
C 3.98 1.40 1.89  0.000
O 3.87 2.31 1.15  0.000
O 3.29 1.27 3.07  0.000
H 3.76 0.29 4.78  0.000
H 2.71 -0.67 3.59  -0.001
H 4.46 -1.38 2.47  0.000
H 5.61 -0.56 3.58  0.000
C 1.58 3.78 -1.38  0.000
C 0.67 3.02 -2.31  0.000
O 1.39 3.02 -3.54  0.000
C 2.47 3.80 -3.45  0.000
O 3.14 4.12 -4.38  0.000
O 2.63 4.28 -2.18  0.000
H 2.01 3.04 -0.69  0.000
H 1.15 4.60 -0.81  0.000
H -0.31 3.50 -2.24  0.000
H 0.52 1.99 -1.99  0.000

Calculated values
Net charge ... +1
Highest occupied orbital energy (alpha / beta) ... -12.351 / -12.351 eV
Largest force on an atom ... 10.4 eV/Å
Gap between HOMO and LUMO (alpha / beta) ... 7.2 / 3.4 eV
2S+1 ... 5

=====

(2)
DFT (wB97M-V/def2-TZVPD) results for the molecule C21H23N3O2 in a non-equilibrium geometry.

Last column: Mulliken charge in e.
CARTESIAN COORDINATES (ANGSTROEM)
C 6.19 1.27 -1.03  -1.435
C 4.99 0.56 -0.46  1.033
C 3.81 0.47 -1.19  -0.781
C 2.70 -0.16 -0.66  -0.328
C 2.76 -0.71 0.62  0.272
C 1.59 -1.36 1.17  0.320
N 1.53 -1.88 2.38  -0.563
O 0.26 -2.36 2.49  -0.200
C -0.36 -2.10 1.34  0.477
C -1.78 -2.49 1.13  -0.685
N -2.40 -1.56 0.20  0.262
C -2.29 -0.25 0.58  0.798
O -1.91 0.02 1.70  -0.629
C -2.67 0.82 -0.44  -0.930
C -2.21 2.16 0.05  0.260
C -3.11 3.15 0.42  -0.447
C -2.66 4.37 0.88  -0.657
C -1.30 4.62 0.98  -0.411
C -0.39 3.64 0.62  -0.663
C -0.84 2.42 0.15  -0.163
C -2.82 -2.05 -1.10  0.055
C -3.92 -3.10 -0.96  -1.544
C -1.63 -2.59 -1.90  -1.200
N 0.41 -1.50 0.48  -0.165
C 3.93 -0.62 1.36  -0.759
C 5.04 0.01 0.82  -0.629
H 6.17 1.24 -2.11  0.368
H 6.19 2.31 -0.71  0.269
H 7.11 0.81 -0.67  0.380
H 3.76 0.90 -2.18  0.359
H 1.79 -0.24 -1.23  0.389
H -1.84 -3.50 0.73  0.423
H -2.29 -2.45 2.10  0.316
H -3.75 0.81 -0.59  0.473
H -2.17 0.59 -1.39  0.350
H -4.17 2.95 0.35  0.347
H -3.37 5.13 1.17  0.382
H -0.95 5.58 1.34  0.372
H 0.67 3.82 0.70  0.399
H -0.14 1.65 -0.12  0.433
H -3.24 -1.20 -1.64  0.452
H -3.56 -4.01 -0.50  0.309
H -4.73 -2.70 -0.34  0.400
H -4.32 -3.34 -1.94  0.457
H -1.91 -2.74 -2.94  0.453
H -0.80 -1.89 -1.85  0.195
H -1.29 -3.55 -1.51  0.321
H 3.96 -1.05 2.35  0.481
H 5.95 0.08 1.39  0.385

Calculated values
SMILES string ... Cc1ccc(-c2noc(CN(C(=O)Cc3ccccc3)C(C)C)n2)cc1
Highest occupied orbital energy ... -8.748 eV
Largest force on an atom ... 1.3 eV/Å
Gap between HOMO and LUMO ... 9.4 eV
2S+1 ... 1
ΔE to the lowest compared entry with this formula, charge and spin ... 147.2 kJ/mol

=====

(3)
DFT (wB97M-V/def2-TZVPD) results for a structure of composition C38H75GeN3P2SSi3Ti.

Last column: Mulliken charge in e.
CARTESIAN COORDINATES (ANGSTROEM)
Ti -0.34 -0.13 -0.31  -2.311
C -3.74 3.02 1.74  -1.380
C -3.44 1.92 0.72  0.943
C -4.55 1.80 -0.33  -1.575
P -1.76 2.04 -0.05  1.294
C -1.66 3.42 -1.26  1.333
C -2.19 4.80 -0.83  -1.601
C -2.35 3.04 -2.58  -1.645
C -0.68 2.34 1.37  -0.914
C -0.24 3.58 1.84  -0.304
C 0.48 3.70 3.01  0.823
C 0.92 5.04 3.53  -1.852
C 0.78 2.53 3.72  -1.876
C 0.40 1.29 3.25  0.172
C -0.35 1.18 2.08  0.058
N -0.75 -0.09 1.54  1.776
C -1.21 -1.16 2.36  -0.563
C -1.48 -1.04 3.72  -0.490
C -1.76 -2.17 4.47  -1.369
C -1.78 -3.44 3.91  0.225
C -2.02 -4.67 4.74  -1.617
C -1.62 -3.53 2.53  -1.002
C -1.39 -2.40 1.75  -0.283
P -1.58 -2.35 -0.05  1.374
C -1.53 -4.05 -0.74  0.999
C -1.32 -4.05 -2.26  -1.395
C -2.77 -4.89 -0.39  -1.698
C -3.27 -1.61 -0.27  3.262
C -3.75 -1.69 -1.72  -1.843
C -4.34 -2.09 0.71  -1.580
H -4.69 2.79 2.22  0.505
H -3.83 4.00 1.27  0.234
H -2.98 3.08 2.52  0.291
H -3.37 0.97 1.26  -0.080
H -4.75 2.77 -0.80  0.410
H -5.47 1.48 0.15  0.434
H -4.31 1.09 -1.12  0.228
H -0.58 3.49 -1.44  0.254
H -3.26 4.76 -0.64  0.318
H -2.04 5.50 -1.65  0.500
H -1.69 5.22 0.04  0.263
H -1.96 3.67 -3.38  0.441
H -3.42 3.22 -2.52  0.516
H -2.20 1.99 -2.85  0.226
H -0.48 4.48 1.29  -0.067
H 0.76 5.83 2.79  0.390
H 1.98 5.03 3.80  0.408
H 0.37 5.31 4.43  0.402
H 1.35 2.60 4.64  0.310
H 0.69 0.40 3.79  0.857
H -1.45 -0.08 4.20  0.730
H -1.95 -2.06 5.53  0.415
H -1.90 -4.47 5.80  0.424
H -1.33 -5.47 4.47  0.404
H -3.03 -5.06 4.59  0.311
H -1.70 -4.51 2.06  0.584
H -0.65 -4.49 -0.27  0.632
H -2.20 -3.67 -2.78  0.339
H -1.17 -5.08 -2.59  0.515
H -0.46 -3.47 -2.56  0.054
H -3.62 -4.60 -1.01  0.364
H -3.08 -4.82 0.65  0.366
H -2.55 -5.93 -0.61  0.446
H -3.08 -0.55 -0.04  -1.916
H -4.03 -2.71 -1.98  0.530
H -3.01 -1.34 -2.44  0.133
H -4.65 -1.07 -1.83  0.573
H -4.75 -3.06 0.41  0.425
H -5.17 -1.37 0.71  0.364
H -3.98 -2.17 1.74  0.350
C 1.78 3.04 -3.81  -1.411
N 1.09 1.99 -3.09  1.319
C 0.20 1.17 -3.66  0.160
S -0.46 -0.17 -2.80  -0.118
N -0.15 1.41 -4.91  -0.035
C -1.13 0.67 -5.72  -0.895
H 2.56 3.44 -3.17  0.216
H 1.10 3.86 -4.08  0.372
H 2.26 2.65 -4.71  0.505
H 1.46 1.69 -2.20  -1.443
H 0.30 2.18 -5.38  0.214
H -1.98 1.31 -5.95  0.310
H -1.47 -0.20 -5.17  0.356
H -0.66 0.34 -6.64  0.357
C 2.17 -2.85 -2.69  -0.954
Si 3.17 -1.36 -2.17  0.724
C 4.91 -1.96 -1.84  -1.288
C 3.31 -0.24 -3.67  -0.917
Ge 2.20 -0.35 -0.15  0.935
Si 2.86 -1.96 1.57  0.407
C 4.71 -1.92 1.80  -1.080
C 2.31 -3.66 1.03  -0.548
C 2.14 -1.61 3.25  -0.578
Si 3.48 1.65 0.37  0.796
C 3.84 1.78 2.19  -0.784
C 2.62 3.24 -0.16  -0.257
C 5.10 1.50 -0.54  -1.268
H 2.82 -3.60 -3.16  0.514
H 1.41 -2.56 -3.42  0.318
H 1.68 -3.33 -1.84  0.049
H 5.32 -2.28 -2.80  0.445
H 4.93 -2.83 -1.18  0.330
H 5.57 -1.20 -1.43  0.319
H 3.98 -0.75 -4.38  0.607
H 3.75 0.73 -3.46  0.212
H 2.35 -0.11 -4.18  0.087
H 5.29 -2.01 0.88  0.284
H 4.98 -2.75 2.45  0.416
H 5.03 -1.00 2.31  0.275
H 2.89 -4.04 0.19  0.356
H 1.26 -3.67 0.75  -0.335
H 2.43 -4.36 1.87  0.483
H 2.44 -0.62 3.62  0.291
H 2.56 -2.35 3.94  0.630
H 1.06 -1.70 3.29  -0.129
H 2.93 1.92 2.78  -0.032
H 4.49 2.65 2.35  0.460
H 4.37 0.91 2.58  0.180
H 1.59 3.12 -0.50  -0.697
H 3.18 3.75 -0.95  0.554
H 2.58 3.93 0.69  0.397
H 5.69 0.67 -0.14  0.291
H 5.68 2.42 -0.39  0.438
H 4.98 1.35 -1.61  0.315

Calculated values
Net charge ... +2
Highest occupied orbital energy ... -12.559 eV
Largest force on an atom ... 0.8 eV/Å
Gap between HOMO and LUMO ... 6.5 eV
2S+1 ... 1
ΔE to the lowest compared entry with this formula, charge and spin ... 15.6 kJ/mol

=====

(4)
DFT (wB97M-V/def2-TZVPD) results for a cluster of 5 separate species, C18H38BrN6O4 in total in a non-equilibrium geometry.

Last column: Mulliken charge in e.
CARTESIAN COORDINATES (ANGSTROEM)
C 3.34 3.41 2.73  -0.988
C 3.28 1.99 1.85  -0.121
Br 2.95 2.58 -0.06  -0.109
C 2.17 0.92 2.41  -0.754
N 0.78 1.50 2.29  0.433
C -0.12 1.22 1.07  -0.172
C -1.43 2.11 1.50  -0.390
N -1.21 2.79 2.83  -0.123
C 0.15 2.40 3.35  -0.228
H 2.37 4.07 2.60  0.294
H 4.25 4.01 2.27  0.347
H 3.44 3.18 3.87  0.274
H 4.32 1.43 1.83  0.422
H 2.29 -0.11 1.82  0.207
H 2.37 0.64 3.55  0.277
H 0.13 0.57 0.13  0.608
H -2.39 2.20 0.84  0.365
H -1.80 3.44 3.40  0.291
H 0.73 2.67 4.33  0.384
C -1.23 -2.52 0.13  -1.178
C -0.57 -1.79 -1.01  0.816
O 0.40 -1.05 -0.83  -0.823
N -1.06 -1.97 -2.26  -0.117
C -2.18 -2.78 -2.68  -0.737
H -0.72 -2.28 1.06  0.148
H -2.28 -2.21 0.21  0.378
H -1.17 -3.60 -0.03  0.428
H -0.56 -1.45 -2.97  0.225
H -1.81 -3.51 -3.41  0.194
H -2.91 -2.13 -3.17  0.271
H -2.65 -3.30 -1.85  0.344
C -5.45 5.87 -0.10  -1.329
C -4.53 5.13 0.83  0.919
O -4.87 4.10 1.41  -0.648
N -3.28 5.63 1.02  -0.057
C -2.68 6.81 0.44  -0.883
H -6.41 5.34 -0.15  0.293
H -5.63 6.88 0.28  0.376
H -5.03 5.90 -1.10  0.353
H -2.72 5.07 1.66  0.063
H -1.79 6.50 -0.11  0.284
H -2.39 7.47 1.26  0.295
H -3.37 7.33 -0.23  0.340
C 1.85 -2.97 3.79  -0.885
C 2.77 -3.71 4.72  0.457
O 2.43 -4.74 5.30  -0.639
N 4.02 -3.21 4.91  -0.162
C 4.62 -2.03 4.33  -0.463
H 0.89 -3.49 3.74  0.331
H 1.67 -1.96 4.16  0.253
H 2.27 -2.94 2.78  0.336
H 4.58 -3.77 5.55  0.237
H 5.51 -2.34 3.78  0.298
H 4.91 -1.36 5.15  0.287
H 3.93 -1.51 3.66  -0.040
C -0.27 -2.69 -6.73  -1.278
C -1.00 -3.98 -6.50  0.770
O -2.14 -4.02 -6.03  -0.646
N -0.36 -5.15 -6.81  -0.172
C 0.96 -5.32 -7.36  -0.811
H -0.91 -1.85 -6.43  0.274
H 0.64 -2.66 -6.13  0.353
H -0.03 -2.58 -7.79  0.417
H -0.92 -5.97 -6.63  0.236
H 0.86 -5.86 -8.31  0.282
H 1.54 -5.94 -6.66  0.277
H 1.47 -4.38 -7.52  0.317

Calculated values
Net charge ... +1
Highest occupied orbital energy ... -11.144 eV
Largest force on an atom ... 8.1 eV/Å
Gap between HOMO and LUMO ... 7.4 eV
2S+1 ... 1
ΔE to the lowest compared entry with this formula, charge and spin ... 0.0 kJ/mol

=====

(5)
DFT (wB97M-V/def2-TZVPD) results for a cluster of 2 separate species, C5H13N in total in a non-equilibrium geometry.

Last column: Mulliken charge in e.
CARTESIAN COORDINATES (ANGSTROEM)
C -3.59 -1.48 0.87  -0.223
N -3.06 -2.04 -0.16  -0.422
C -1.89 -1.27 -0.94  -0.681
H -4.48 -1.95 1.42  0.259
H -3.05 -0.48 1.15  0.218
H -2.40 -0.39 -1.19  0.367
H -1.66 -1.98 -1.81  0.283
H -0.96 -1.01 -0.27  0.196
C 1.72 1.17 -0.78  -0.986
C 3.07 1.42 -0.24  -0.110
C 3.01 1.60 1.27  -0.984
H 1.24 0.26 -0.36  0.216
H 1.69 1.18 -1.92  0.327
H 1.06 2.13 -0.60  0.246
H 3.41 2.48 -0.75  0.191
H 3.80 0.64 -0.59  0.272
H 3.92 1.30 1.83  0.295
H 2.70 2.59 1.58  0.298
H 2.23 0.86 1.60  0.237

Calculated values
SMILES string ... C=NC.CCC
Highest occupied orbital energy ... -9.428 eV
Largest force on an atom ... 3.9 eV/Å
Gap between HOMO and LUMO ... 10.4 eV
2S+1 ... 1
ΔE to the lowest compared entry with this formula, charge and spin ... 273.9 kJ/mol

=====

(6)
DFT (wB97M-V/def2-TZVPD) results for a cluster of 5 separate species, C38H74FN3O9PS4 in total in a non-equilibrium geometry.

Last column: Mulliken charge in e.
CARTESIAN COORDINATES (ANGSTROEM)
C 4.39 2.77 -0.02  -0.467
O 4.36 1.37 0.05  -0.322
C 4.39 0.74 -1.23  -0.844
C 3.28 -0.30 -1.40  0.304
C 3.64 -1.69 -0.81  -0.548
C 3.79 -2.78 -1.91  -0.869
C 2.81 -3.97 -1.86  -1.130
C 1.52 -3.71 -2.65  0.002
C 0.59 -2.78 -1.81  0.932
C -0.84 -3.35 -1.58  -1.138
C -1.94 -2.28 -1.88  -1.191
C -2.63 -1.68 -0.64  -0.451
N -2.17 -0.33 -0.28  0.289
C -1.92 0.68 -1.21  0.005
C -1.56 1.78 -0.48  -0.819
P -1.15 3.40 -1.24  -0.017
C 0.46 3.17 -2.14  -0.411
C -2.38 3.50 -2.62  -1.240
N -1.59 1.42 0.84  0.762
C -1.24 2.35 1.91  0.036
C 0.30 2.36 2.04  1.079
C 0.82 1.01 2.53  -0.728
F 0.68 3.39 2.86  -0.416
C -1.99 0.14 0.94  0.135
C -2.20 -0.50 2.28  0.388
C -1.30 -1.67 2.71  0.191
C -0.27 -2.30 1.82  -0.537
N -1.45 -2.14 3.88  -0.660
H 3.78 3.18 -0.83  0.065
H 5.41 3.17 -0.10  0.293
H 4.00 3.16 0.93  0.250
H 5.38 0.28 -1.36  0.416
H 4.30 1.50 -2.01  0.301
H 3.10 -0.39 -2.47  0.485
H 2.39 0.14 -0.93  -0.614
H 4.62 -1.58 -0.33  0.582
H 2.95 -1.97 -0.01  0.237
H 3.75 -2.31 -2.89  0.411
H 4.79 -3.19 -1.82  0.361
H 2.62 -4.30 -0.84  0.383
H 3.33 -4.80 -2.36  0.472
H 0.98 -4.63 -2.87  0.826
H 1.74 -3.17 -3.57  -0.781
H 1.06 -2.69 -0.83  -0.983
H 0.54 -1.77 -2.22  0.305
H -0.99 -4.17 -2.28  0.752
H -1.01 -3.71 -0.57  0.449
H -2.71 -2.76 -2.49  0.247
H -1.47 -1.53 -2.52  0.662
H -3.69 -1.62 -0.86  0.449
H -2.51 -2.34 0.22  0.436
H -2.03 0.55 -2.27  0.580
H 1.16 3.95 -1.85  0.166
H 0.86 2.21 -1.82  -0.099
H 0.27 3.18 -3.21  0.439
H -2.42 4.51 -3.02  0.416
H -2.10 2.79 -3.41  0.334
H -3.36 3.19 -2.26  0.441
H -1.57 3.35 1.65  0.468
H -1.68 2.08 2.86  -1.607
H 0.72 2.54 1.05  0.082
H 0.62 0.27 1.75  -0.267
H 0.28 0.73 3.44  0.201
H 1.89 1.00 2.68  0.577
H -3.23 -0.87 2.30  0.908
H -2.15 0.26 3.06  -0.874
H 0.70 -2.29 2.30  0.478
H -0.22 -1.79 0.86  -0.390
H -0.52 -3.35 1.66  0.509
H -2.18 -1.63 4.38  0.094
C 1.27 -3.77 -8.77  -0.592
C 0.01 -4.09 -7.96  -0.713
C 0.45 -4.33 -6.51  -0.513
S 1.94 -3.36 -6.27  1.277
O 3.04 -4.26 -6.04  -0.716
O 1.66 -2.26 -5.38  -0.730
C 2.05 -2.75 -7.95  -0.773
H 1.03 -3.38 -9.76  0.362
H 1.87 -4.67 -8.90  0.295
H -0.67 -3.24 -8.01  0.305
H -0.51 -4.95 -8.36  0.351
H -0.30 -4.01 -5.80  0.237
H 0.70 -5.38 -6.34  0.399
H 3.10 -2.66 -8.23  0.414
H 1.57 -1.77 -7.97  0.338
C -2.31 -3.62 7.07  -0.307
C -1.65 -4.82 7.77  -0.781
C -2.71 -5.45 8.69  -0.676
S -4.31 -5.09 7.94  1.171
O -5.04 -4.21 8.82  -0.655
O -4.89 -6.30 7.42  -0.674
C -3.66 -4.11 6.58  -0.727
H -1.69 -3.25 6.25  0.188
H -2.44 -2.81 7.79  0.272
H -1.34 -5.55 7.02  0.323
H -0.77 -4.53 8.34  0.359
H -2.60 -6.53 8.77  0.378
H -2.70 -5.01 9.68  0.365
H -4.36 -3.31 6.35  0.424
H -3.55 -4.78 5.72  0.351
C -2.36 4.03 6.23  -0.723
C -3.44 3.78 7.29  -0.657
C -4.48 2.84 6.68  -0.714
S -3.62 1.86 5.44  1.262
O -4.13 2.19 4.13  -0.677
O -3.52 0.49 5.89  -0.658
C -2.02 2.66 5.65  0.177
H -1.48 4.51 6.65  0.395
H -2.75 4.68 5.44  0.324
H -2.98 3.31 8.16  0.313
H -3.90 4.71 7.63  0.350
H -4.92 2.18 7.41  0.360
H -5.27 3.39 6.16  0.375
H -1.51 2.71 4.70  -0.350
H -1.45 2.06 6.36  0.434
C 3.37 7.34 -5.26  -0.592
C 4.01 6.09 -4.63  -0.790
C 2.95 5.46 -3.70  -0.373
S 1.35 5.91 -4.38  1.270
O 0.68 6.77 -3.44  -0.669
O 0.71 4.74 -4.92  -0.688
C 1.99 6.91 -5.73  -0.810
H 3.97 7.72 -6.08  0.373
H 3.29 8.13 -4.51  0.285
H 4.27 5.38 -5.41  0.323
H 4.92 6.33 -4.08  0.347
H 3.03 4.38 -3.67  0.197
H 3.01 5.87 -2.69  0.386
H 1.31 7.75 -5.91  0.422
H 2.04 6.28 -6.61  0.352

Calculated values
Net charge ... +1
Highest occupied orbital energy ... -11.161 eV
Largest force on an atom ... 2.1 eV/Å
Gap between HOMO and LUMO ... 9.3 eV
2S+1 ... 1

=====

(7)
DFT (wB97M-V/def2-TZVPD) results for a cluster of 3 separate species, C3H13NO3S in total in a non-equilibrium geometry.

Last column: Mulliken charge in e.
CARTESIAN COORDINATES (ANGSTROEM)
O 0.81 2.35 0.30  -0.475
C 1.32 1.36 1.18  -0.511
N 0.70 0.07 1.00  -0.362
C 1.14 -0.56 -0.23  -0.426
C 0.24 -1.69 -0.72  -0.626
S 1.01 -2.60 -2.09  -0.219
H 1.47 2.67 -0.33  0.285
H 2.40 1.22 1.07  0.381
H 1.05 1.70 2.16  0.294
H -0.30 0.21 0.92  0.215
H 1.36 0.14 -1.05  0.298
H 2.13 -1.01 -0.08  0.444
H 0.15 -2.39 0.11  0.325
H -0.76 -1.32 -0.89  0.234
H 1.99 -3.13 -1.35  0.114
O -2.65 -0.36 0.88  -0.534
H -3.17 -0.49 1.68  0.256
H -3.15 -0.80 0.19  0.299
O -1.56 1.55 -0.78  -0.539
H -1.84 1.36 -1.67  0.266
H -2.37 1.72 -0.29  0.280

Calculated values
SMILES string ... OCNCCS.O.O
Highest occupied orbital energy ... -8.860 eV
Largest force on an atom ... 1.5 eV/Å
Gap between HOMO and LUMO ... 9.2 eV
2S+1 ... 1
ΔE to the lowest compared entry with this formula, charge and spin ... 105.2 kJ/mol